A cluster of 9 separate species, C29H85N8O8 in total at a distorted geometry. Source: the Open Molecules 2025 dataset; level of theory: wB97M-V/def2-TZVPD.

Computed properties:
HOMO energy	-11.33	eV
energy relative to the best compared isomer or geometry (same formula, charge and spin)	205.3	kJ/mol
E	-2194.9269	Ha
spin multiplicity	1
total charge	+1
frontier orbital gap	9.98	eV

Geometry as XYZ:
```
130
Properties=species:S:1:pos:R:3:lowdin_charge:R:1
N -0.0408 -0.6081 -1.0473 0.343
H 0.5182 -0.8241 -0.0543 0.184
H 0.3122 -1.2041 -1.7673 0.074
H 0.0272 0.2849 -1.1513 0.000
H -0.9898 -0.7931 -0.9683 0.039
C 3.2892 -1.9781 2.4337 -0.014
C 2.3272 -2.8441 3.4527 -0.394
C 1.0632 -2.0491 3.9927 -0.135
O 1.2772 -0.7311 4.5597 -0.187
C 1.9002 -0.8131 5.8457 -0.080
N 2.1542 -4.0831 2.8427 0.002
H 2.7432 -1.7371 1.5407 0.032
H 4.1102 -2.5711 2.1247 0.042
H 3.6652 -0.9801 3.1127 0.148
H 3.0492 -3.1671 4.2727 0.142
H 0.4842 -2.6611 4.5177 0.081
H 0.4782 -1.7611 3.1357 0.096
H 1.8842 0.0779 6.4237 0.090
H 2.7632 -1.2661 5.8087 0.022
H 1.4592 -1.4891 6.5787 0.099
H 3.0742 -4.4071 2.3837 0.151
H 1.9112 -4.7611 3.4927 0.072
C -3.1268 2.5219 -3.6553 -0.035
C -3.0778 2.0469 -2.2663 -0.319
C -4.5088 2.2159 -1.6233 -0.173
O -4.4798 1.9509 -0.2423 -0.217
C -5.6898 1.6239 0.3977 -0.067
N -2.7098 0.6149 -2.1173 0.095
H -3.8328 2.2699 -4.2353 0.035
H -2.5268 2.1559 -4.2403 -0.008
H -3.1908 3.4769 -4.0083 0.089
H -2.5918 2.8099 -1.6373 0.119
H -5.4408 1.5899 -2.0213 0.173
H -4.7658 3.1889 -1.6173 0.085
H -6.4048 2.3789 0.2367 0.085
H -5.5388 1.4089 1.3847 0.045
H -6.0538 0.7389 -0.1033 0.090
H -3.4608 0.0449 -2.4803 0.070
H -2.9508 0.4229 -1.2003 0.002
C 3.1752 -1.4091 -2.1743 -0.074
C 3.7892 -0.5191 -1.1603 -0.409
C 5.0062 0.3049 -1.7513 -0.155
O 6.0432 -0.7131 -1.9373 -0.189
C 7.2982 -0.0551 -2.0673 -0.066
N 2.7602 0.3599 -0.5843 0.037
H 3.9172 -2.1221 -2.5463 0.097
H 2.5622 -1.0261 -2.8783 0.023
H 2.4752 -2.1551 -1.7763 0.070
H 4.2862 -1.2091 -0.4443 0.144
H 5.0602 1.0279 -0.9053 0.094
H 4.7922 0.9039 -2.6173 0.119
H 7.3082 0.3839 -2.8693 -0.017
H 7.9812 -1.0401 -2.2653 0.160
H 7.4472 0.4489 -1.1533 0.079
H 2.6012 1.2229 -1.3703 0.164
H 3.1402 0.9179 0.1397 -0.012
C -2.8438 -1.8991 2.3237 -0.062
C -3.2318 -0.5221 1.8587 -0.417
C -3.5498 0.4299 3.0787 -0.222
O -4.7998 0.0619 3.6077 -0.157
C -5.2668 0.9549 4.5607 -0.091
N -2.0928 0.1119 1.1927 0.067
H -3.9238 -2.5181 2.4607 0.152
H -2.2078 -2.1311 3.1407 0.055
H -2.5558 -2.5481 1.5417 0.019
H -4.2098 -0.5691 1.4287 0.105
H -3.5058 1.4419 2.6727 0.106
H -2.6308 0.5949 3.7867 0.152
H -6.1768 0.5759 5.0757 0.117
H -5.6168 1.7169 4.1437 0.008
H -4.5268 1.0459 5.3207 0.094
H -1.4268 0.4499 1.9087 0.058
H -2.5058 0.9069 0.7627 0.036
C -2.2138 -2.9931 -4.8913 -0.060
C -1.5458 -2.4051 -3.6683 -0.470
C -2.3538 -2.8861 -2.4443 -0.229
O -3.5038 -2.1391 -2.2533 -0.240
C -4.4538 -2.5431 -1.2403 -0.045
N -0.2168 -2.8341 -3.5913 0.031
H -3.2658 -2.7651 -4.9243 0.100
H -1.8778 -3.8811 -5.0323 0.014
H -1.6598 -2.6331 -5.7213 0.077
H -1.6368 -1.0951 -3.7663 0.198
H -1.8388 -2.8061 -1.5203 0.076
H -2.7748 -3.9671 -2.7453 0.176
H -5.3838 -2.1041 -1.5193 0.075
H -4.2688 -2.1421 -0.1873 0.082
H -4.4468 -3.6571 -1.1303 0.103
H 0.3702 -2.6621 -4.4503 0.121
H -0.2798 -3.8291 -3.5913 0.074
C -0.0378 3.7169 -1.0293 -0.067
C 1.1822 3.8129 -1.7913 -0.462
C 1.2692 3.1569 -3.2043 -0.201
O 1.1622 1.7789 -3.1483 -0.164
C 0.7852 1.2159 -4.3893 -0.050
N 1.5452 5.2209 -2.0583 0.031
H 0.1582 4.2439 0.0157 0.130
H -0.4838 2.7819 -0.8703 0.029
H -0.9518 4.1899 -1.5683 0.111
H 1.9902 3.4429 -1.2913 0.092
H 2.3432 3.3299 -3.5813 0.160
H 0.5822 3.5749 -3.7783 0.076
H 0.9222 0.3159 -4.3573 -0.013
H 1.4542 1.4009 -5.2453 0.128
H -0.0698 1.4779 -4.7023 0.026
H 0.8892 5.4579 -2.8263 0.082
H 2.5272 5.3959 -2.3733 0.097
C 0.3522 2.3959 3.5887 -0.054
C 1.2832 2.1479 2.4267 -0.474
C 2.7152 2.2069 2.8357 -0.128
O 3.4802 1.6709 1.6847 -0.295
C 4.9002 1.8409 2.0077 -0.068
N 0.9532 0.9259 1.6977 0.063
H 0.4522 1.5929 4.3117 0.056
H -0.6358 2.5559 3.1937 0.048
H 0.5252 3.5639 4.0817 0.164
H 1.0572 2.9169 1.7007 0.110
H 2.9252 1.4909 3.5477 0.087
H 3.2622 3.3189 2.9507 0.195
H 5.1232 1.6069 2.9087 0.001
H 5.2332 2.8929 2.2557 0.097
H 5.5262 1.5589 1.0067 0.138
H 1.0232 0.1129 2.3507 0.064
H 1.8262 0.7809 1.0907 0.046
C -0.1318 -4.3161 0.1517 -0.177
O 0.4522 -3.1671 0.7877 -0.199
H 0.3002 -4.5791 -0.7953 0.038
H -1.3188 -4.4271 0.0417 0.099
H 0.2472 -5.2861 0.8157 0.124
H 0.8562 -3.4971 1.6327 0.016
```